Here is a single C4H8O2 molecule from OMol25. Energies are from wB97M-V/def2-TZVPD.

Each line ends with the natural charge from an NBO analysis.
Atoms and positions in Å:
H: -1.62855 -0.74095 0.79341  0.16
H: -0.78544 1.60312 1.01873  0.21
H: -2.41556 0.06793 -1.27126  0.47
H: 2.13918 0.79093 -0.77167  0.46
O: 2.21168 0.67440 0.18432  -0.70
H: 0.49333 -2.02970 0.48787  0.22
C: 0.96812 0.19911 0.63640  0.11
H: 0.74347 -1.17548 -1.05241  0.22
C: -0.99695 -0.39924 -0.03909  0.10
C: 0.38381 -1.06876 -0.02177  -0.45
H: -0.19746 1.52979 -0.67071  0.21
C: -0.32677 0.96230 0.25796  -0.47
O: -1.66049 -0.53424 -1.27466  -0.71
H: 1.07162 0.12080 1.72288  0.18

Calculated values
HOMO: -10.09 eV
structure (SMILES): O[C@H]1C[C@@H](O)C1
E_tot: -307.6530 Eh
LUMO energy: 0.034 Eh
net charge: 0


Here is 3 unconnected molecules or ions with the total composition C4H8O2 from OMol25. Energies are from wB97M-V/def2-TZVPD.

Each line ends with the natural charge from an NBO analysis.
Atoms and positions in Å:
H: 2.43951 0.47884 2.21670  0.11
H: -1.07979 1.28690 -1.81664  0.20
H: -2.47477 0.27375 -1.13691  0.20
C: -1.59200 0.87998 -0.94759  -0.40
O: 2.13665 0.76779 0.24163  -0.52
C: 1.98318 0.14203 1.26554  0.27
C: -1.15010 1.10728 0.28464  -0.38
H: 0.84308 -0.86551 -0.95277  0.14
C: 0.07008 -1.63165 -0.76551  0.28
H: 1.37961 -0.78260 1.30214  0.15
H: -0.64228 -1.81863 -1.59299  0.11
H: -0.26326 1.70855 0.46381  0.20
H: -1.64523 0.68609 1.15687  0.20
O: -0.00468 -2.23281 0.28106  -0.54

Calculated values
HOMO: -9.74 eV
structure (SMILES): C=C.C=O.C=O
E_tot: -307.5903 Eh
LUMO energy: 0.027 Eh
net charge: 0


Here is a single C4H8O2 molecule in a non-equilibrium geometry from OMol25. Energies are from wB97M-V/def2-TZVPD.

Each line ends with the natural charge from an NBO analysis.
Atoms and positions in Å:
H: 1.19776 1.39804 -1.25882  0.19
C: 0.92030 0.43167 -0.81711  -0.07
C: -2.06681 -0.40257 0.79314  -0.72
C: -1.44214 0.79179 0.12124  0.82
C: 2.10602 -0.38241 -0.16635  -0.62
H: -1.74512 -1.31268 0.27695  0.23
H: 3.02783 -0.39775 -0.77370  0.22
H: 1.85240 -1.45135 -0.01868  0.20
H: 0.73948 -0.35575 -1.51865  0.18
H: -3.15582 -0.34721 0.83118  0.23
H: -1.65439 -0.44225 1.80562  0.24
H: 2.31611 0.04094 0.80565  0.21
O: -0.07372 0.65644 0.18035  -0.58
O: -2.02191 1.77309 -0.26082  -0.54

Calculated values
HOMO: -10.35 eV
structure (SMILES): CCOC(C)=O
E_tot: -307.6609 Eh
LUMO energy: 0.032 Eh
net charge: 0


Here is a single C4H8O2 molecule from OMol25. Energies are from wB97M-V/def2-TZVPD.

Each line ends with the natural charge from an NBO analysis.
Atoms and positions in Å:
H: -0.25332 1.50285 -0.76982  0.21
H: -0.51293 -1.31458 -0.79410  0.49
H: -2.24868 0.24033 -0.56121  0.17
H: 1.65683 0.62955 1.18921  0.22
H: -0.45342 1.76504 0.96341  0.22
H: 0.50416 -0.76916 0.90869  0.29
C: -1.51116 -0.01567 0.20805  -0.07
C: 1.60432 -0.41825 -0.70636  0.46
O: 0.97630 -0.87203 -1.64669  -0.57
C: 0.94316 0.16599 0.50123  -0.56
C: -0.32113 0.98803 0.19792  -0.43
H: 2.70012 -0.55276 -0.68268  0.13
H: -2.00774 -0.00077 1.18586  0.18
O: -1.07650 -1.34856 0.00650  -0.74

Calculated values
HOMO: -10.14 eV
structure (SMILES): O=CCCCO
E_tot: -307.6557 Eh
LUMO energy: 0.031 Eh
net charge: 0


Here is a molecular structure, C4H8O2 from OMol25. Energies are from wB97M-V/def2-TZVPD.

Each line ends with the natural charge from an NBO analysis.
Atoms and positions in Å:
H: -1.32065 0.95382 1.04150  0.22
H: 1.14081 0.59774 -1.72375  0.16
C: -0.68111 -0.94851 -0.66436  -0.09
H: 0.24280 1.25653 1.84619  0.22
H: -1.59250 -1.31875 -0.18096  0.18
O: 1.50769 -0.71158 0.62603  -0.70
C: 0.30924 0.79875 -1.02861  -0.09
H: -0.20488 -1.76327 -1.23184  0.17
H: 0.22428 1.87776 -0.85788  0.18
O: -0.90972 0.20096 -1.49266  -0.53
H: -0.62746 -0.27209 2.13339  0.22
H: 1.98249 -1.04572 -0.14686  0.47
C: 0.30780 -0.13522 0.19473  0.21
C: -0.39000 0.49145 1.38512  -0.62

Calculated values
HOMO: -9.94 eV
E_tot: -307.6446 Eh
LUMO energy: 0.031 Eh
net charge: 0


Here is a single C4H8O2 molecule from OMol25. Energies are from wB97M-V/def2-TZVPD.

Each line ends with the natural charge from an NBO analysis.
Atoms and positions in Å:
H: 1.63711 1.32762 1.58705  0.22
C: -0.02937 -0.87967 -0.25216  0.02
C: -1.35671 -1.27030 0.42946  -0.62
H: -2.17855 -0.61281 0.13021  0.21
H: 0.76678 -1.50590 0.18117  0.18
H: 0.41373 2.45952 0.93484  0.24
H: 1.87518 2.17851 0.04448  0.25
H: -1.62272 -2.27695 0.07327  0.23
O: 0.33518 1.16041 -1.37167  -0.57
C: 1.13557 1.67051 0.68326  -0.71
C: 0.44662 0.66309 -0.26490  0.57
H: 0.03694 -0.38709 -2.08762  0.49
H: -1.29328 -1.31379 1.52015  0.21
O: -0.16648 -1.21316 -1.60754  -0.73

Calculated values
HOMO: -10.21 eV
structure (SMILES): CC(=O)[C@@H](C)O
E_tot: -307.6601 Eh
LUMO energy: 0.029 Eh
net charge: 0


Here is a single C4H8O2 molecule from OMol25. Energies are from wB97M-V/def2-TZVPD.

Each line ends with the natural charge from an NBO analysis.
Atoms and positions in Å:
C: 0.62241 0.82089 0.61384  -0.48
H: 0.17627 1.82015 0.53517  0.21
O: -1.24360 -0.65347 -0.00557  -0.60
O: 0.09466 -1.35337 1.57878  -0.80
H: 1.47275 -0.68371 -0.68113  0.22
H: 1.29850 0.89388 -1.47988  0.22
H: -0.60514 -0.98859 -1.94250  0.20
H: -0.67623 -1.52993 0.51016  0.53
C: 0.83700 0.20328 -0.76937  -0.43
H: 1.54915 0.89884 1.18776  0.24
H: -1.07170 0.31175 1.98244  0.15
H: -1.14213 0.66608 -1.56717  0.18
C: -0.57592 -0.19411 -1.19299  -0.08
C: -0.32233 -0.14255 1.31650  0.43

Calculated values
HOMO: -9.49 eV
E_tot: -307.6161 Eh
LUMO energy: 0.035 Eh
net charge: 0


Here is a molecular structure, C4H8O2 from OMol25. Energies are from wB97M-V/def2-TZVPD.

Each line ends with the natural charge from an NBO analysis.
Atoms and positions in Å:
H: -0.79321 -1.53627 0.86626  0.18
O: 1.27965 -1.48871 0.42135  -0.61
C: 0.06638 -0.85762 0.92294  -0.08
C: -1.01779 0.41528 -1.02300  -0.64
H: 0.27284 -0.59799 1.96171  0.21
H: -0.68569 2.15576 0.50497  0.47
H: 2.15265 0.58216 0.22027  0.13
H: -0.80446 1.20915 -1.74782  0.22
C: 1.46356 0.13574 -0.51898  -0.18
O: -0.02894 1.55774 0.87885  -0.72
H: -1.01493 -0.52886 -1.57695  0.22
H: 1.07443 -2.00863 -0.36780  0.50
C: 0.05562 0.39622 0.05843  0.08
H: -2.02011 0.56602 -0.60022  0.20

Calculated values
HOMO: -7.94 eV
E_tot: -307.5281 Eh
LUMO energy: 0.023 Eh
net charge: 0


Here is a single C4H8O2 molecule from OMol25. Energies are from wB97M-V/def2-TZVPD.

Each line ends with the natural charge from an NBO analysis.
Atoms and positions in Å:
H: -0.27972 0.84088 -1.36264  0.22
H: 2.12575 0.09510 -1.09328  0.21
C: 1.74371 0.96645 -0.55214  -0.60
H: -2.30635 -0.22306 0.16343  0.19
O: 0.48470 -0.74101 1.35715  -0.56
C: 0.22938 0.88159 -0.39136  -0.51
H: 2.02632 1.86488 -1.10742  0.21
C: -0.18896 -0.30687 0.44337  0.58
O: -1.76344 -2.04169 0.98210  -0.71
C: -1.50707 -0.98213 0.11642  -0.16
H: -1.46156 -1.31922 -0.93315  0.19
H: 2.22839 0.98687 0.42677  0.23
H: -0.15039 1.77761 0.11969  0.24
H: -0.97908 -2.09222 1.55818  0.49

Calculated values
HOMO: -10.27 eV
structure (SMILES): CCC(=O)CO
E_tot: -307.6838 Eh
LUMO energy: 0.030 Eh
net charge: 0